# C4H15NO6

A 4-piece molecular cluster, C4H15NO6 overall in a non-equilibrium geometry (wB97M-V/def2-TZVPD, OMol25).

Its HOMO energy is -9.36 eV. The calculation puts the energy relative to the best compared isomer or geometry (same formula, charge and spin) at 125.1 kJ/mol. The charge is 0. As for the spin multiplicity: 1. The HOMO-LUMO gap is 9.79 eV.

Last column: Mulliken charge in e.
CARTESIAN COORDINATES (ANGSTROEM)
O 2.53 -0.07 2.97  -0.60
C 1.89 -0.03 1.96  0.59
O 2.49 -0.36 0.79  -0.47
N 0.58 0.45 1.85  -0.10
C -0.16 0.62 0.61  -0.92
C -0.98 -0.69 0.46  -0.10
C -1.62 -0.76 -0.96  -0.60
O -1.15 -1.85 -1.78  -0.51
H 2.16 -0.11 -0.09  0.37
H 0.15 0.55 2.75  0.19
H -0.78 1.49 0.71  0.21
H 0.42 0.79 -0.27  0.31
H -0.20 -1.50 0.57  0.24
H -1.66 -1.03 1.26  0.39
H -2.66 -0.94 -0.71  0.30
H -1.42 0.21 -1.43  0.42
H -1.06 -2.52 -1.09  0.32
O 1.02 -0.73 -3.85  -0.72
H 0.41 -0.63 -3.11  0.34
H 0.67 -1.51 -4.28  0.32
O 2.41 0.52 -1.76  -0.63
H 3.21 0.93 -2.11  0.28
H 2.12 -0.07 -2.48  0.37
O -2.71 2.07 3.43  -0.62
H -2.09 2.67 2.99  0.33
H -3.56 2.48 3.59  0.30

***

# C4H15NO7

A 5-piece molecular cluster, C4H15NO7 overall in a non-equilibrium geometry (wB97M-V/def2-TZVPD, OMol25).

Its HOMO energy is -9.11 eV. The calculation puts the energy relative to the best compared isomer or geometry (same formula, charge and spin) at 193.9 kJ/mol. The charge is 0. As for the spin multiplicity: 1. The HOMO-LUMO gap is 9.59 eV.

Last column: Mulliken charge in e.
CARTESIAN COORDINATES (ANGSTROEM)
N -0.19 0.89 -0.02  -0.25
C -0.47 -0.15 -0.98  -0.10
C -1.65 0.25 -1.93  -0.15
O -2.15 1.34 -1.87  -0.50
C -0.78 -1.49 -0.31  -0.58
C 0.47 -2.18 0.13  0.36
O 0.69 -2.63 1.22  -0.58
O 1.39 -2.26 -0.85  -0.46
H 0.64 1.43 -0.17  0.18
H -1.08 1.08 0.43  0.21
H 0.33 -0.23 -1.70  0.45
H -2.08 -0.53 -2.58  0.36
H -1.37 -2.10 -0.99  0.48
H -1.42 -1.36 0.56  0.26
H 2.25 -2.58 -0.57  0.36
O 2.83 2.00 1.04  -0.64
H 1.94 1.75 1.23  0.37
H 3.31 1.69 1.79  0.31
O -2.05 0.86 2.23  -0.62
H -1.49 0.89 3.04  0.31
H -2.73 1.52 2.41  0.27
O 0.56 1.76 -2.83  -0.62
H -0.11 2.30 -2.41  0.29
H 1.37 2.25 -3.00  0.29
O 0.57 0.04 2.98  -0.68
H 1.08 -0.68 3.32  0.28
H 0.17 -0.18 2.16  0.38

***

# C4H16BrO4

C4H16BrO4 as an isolated structure in a non-equilibrium geometry (wB97M-V/def2-TZVPD, OMol25).

Its HOMO energy is -5.06 eV. The calculation puts the energy relative to the best compared isomer or geometry (same formula, charge and spin) at 491.9 kJ/mol. The charge is -1. As for the spin multiplicity: 1. The HOMO-LUMO gap is 8.67 eV.

Last column: Mulliken charge in e.
CARTESIAN COORDINATES (ANGSTROEM)
Br 0.98 -0.51 0.08  -1.00
C -1.87 -1.92 -0.16  -0.88
O -0.63 -2.27 -0.74  -0.68
H -2.79 -2.39 -0.50  0.31
H -1.86 -2.05 0.92  0.34
H -1.95 -0.83 -0.25  0.29
H 0.05 -1.65 -0.47  0.72
C 0.21 -1.11 -2.85  -0.72
O 1.12 -0.09 -2.45  -0.64
H 0.36 -1.25 -3.92  0.30
H 0.59 -2.04 -2.43  0.37
H -0.85 -0.94 -2.66  0.16
H 1.06 -0.04 -1.50  0.60
C -0.99 0.94 1.86  -0.60
O -1.04 -0.49 1.86  -0.60
H -1.06 1.41 0.87  0.34
H -1.78 1.31 2.51  0.33
H -0.05 1.26 2.31  0.12
H -0.43 -0.71 1.14  0.36
C 2.01 2.43 1.29  -0.62
O 0.95 2.23 0.31  -0.52
H 1.94 1.71 2.10  0.27
H 2.99 2.27 0.86  0.24
H 2.09 3.45 1.69  0.26
H 0.94 1.29 0.13  0.24

***

# C4H16FO4Pd

C4H16FO4Pd as an isolated structure (wB97M-V/def2-TZVPD, OMol25).

Its HOMO energy (alpha / beta) is -12.72 / -12.70 eV. The expectation value of S² is 2.01. The calculation puts the energy relative to the best compared isomer or geometry (same formula, charge and spin) at 105.7 kJ/mol. The charge is +1. As for the spin multiplicity: 3. The HOMO-LUMO gap (alpha / beta) is 7.61 / 3.91 eV.

Last column: Mulliken charge in e.
CARTESIAN COORDINATES (ANGSTROEM)
Pd 2.88 1.57 -0.30  0.69
F 1.33 0.32 0.24  -0.56
C -1.77 2.18 -0.95  -0.56
O -1.08 2.57 -2.14  -0.53
H -1.07 1.59 -0.35  0.07
H -2.03 3.08 -0.38  0.40
H -2.68 1.59 -1.12  0.38
H -1.70 3.00 -2.76  0.33
C -1.67 0.06 2.17  -0.48
O -0.30 0.17 2.53  -0.54
H -2.23 -0.16 3.08  0.32
H -2.08 1.00 1.78  0.17
H -1.83 -0.76 1.46  0.22
H 0.24 0.34 1.75  0.30
C -0.44 -0.45 -2.50  -0.36
O -0.70 -0.67 -1.19  -0.11
H 0.59 -0.74 -2.77  0.31
H -1.18 -0.97 -3.11  0.30
H -0.50 0.68 -2.70  0.29
H 0.07 -0.32 -0.62  0.34
C 2.93 -2.51 1.53  -0.58
O 2.02 -2.37 0.45  -0.50
H 3.89 -2.04 1.28  0.24
H 2.54 -2.10 2.46  0.27
H 3.11 -3.58 1.66  0.23
H 1.66 -1.48 0.47  0.35

***

# C4H16N2O2

A 4-piece molecular cluster, C4H16N2O2 overall in a non-equilibrium geometry (wB97M-V/def2-TZVPD, OMol25).

Its HOMO energy is -8.44 eV. The calculation puts the energy relative to the best compared isomer or geometry (same formula, charge and spin) at 872.1 kJ/mol. The charge is 0. As for the spin multiplicity: 1. The HOMO-LUMO gap is 4.16 eV.

Last column: Mulliken charge in e.
CARTESIAN COORDINATES (ANGSTROEM)
C 2.41 0.41 0.16  -0.23
N 2.06 1.46 -0.76  -0.35
C -1.73 -1.95 0.14  -1.19
C -1.42 -0.61 -0.54  -0.02
N -1.79 0.51 0.28  -0.27
C -0.87 0.73 1.37  -0.58
H 1.66 -0.41 0.02  0.03
H 2.54 0.79 1.17  0.27
H 3.30 -0.11 -0.22  0.34
H 1.06 1.42 -1.01  0.24
H -0.92 -1.96 0.88  0.21
H -1.50 -2.80 -0.51  0.34
H -0.37 -0.63 -0.86  0.07
H -2.07 -0.50 -1.41  0.47
H -1.73 1.33 -0.38  0.40
H -0.61 -0.21 1.86  0.31
H 0.11 1.08 1.02  0.07
H -1.30 1.42 2.10  0.35
H 2.37 2.42 -0.69  0.24
H -0.69 2.03 -2.41  0.19
O -0.54 1.78 -1.47  -0.79
H -2.77 -2.12 0.41  0.32
H 1.74 -2.39 0.37  0.19
O 1.06 -1.71 0.52  -0.60

***

# C4H16N2O2

A 3-piece molecular cluster, C4H16N2O2 overall in a non-equilibrium geometry (wB97M-V/def2-TZVPD, OMol25).

Its HOMO energy is -8.30 eV. The calculation puts the energy relative to the best compared isomer or geometry (same formula, charge and spin) at 131.0 kJ/mol. The charge is 0. As for the spin multiplicity: 1. The HOMO-LUMO gap is 8.80 eV.

Last column: Mulliken charge in e.
CARTESIAN COORDINATES (ANGSTROEM)
C -1.41 -0.64 -1.66  -0.89
N -1.06 0.76 -1.44  0.13
C -1.36 1.53 -2.64  -1.06
C 0.27 0.93 -0.90  -0.81
C 0.50 0.28 0.46  -0.27
N -0.32 0.76 1.54  -0.43
H -1.19 -1.27 -0.81  0.11
H -2.45 -0.75 -1.94  0.40
H -0.83 -1.15 -2.46  0.37
H -0.50 2.14 -2.94  0.39
H -2.17 2.23 -2.43  0.28
H -1.62 0.94 -3.52  0.36
H 1.11 0.55 -1.52  0.31
H 0.39 2.01 -0.79  0.52
H 0.37 -0.80 0.43  0.15
H 1.57 0.39 0.67  0.03
H 0.08 0.88 2.47  0.18
H -0.72 1.68 1.37  0.26
O 3.27 -0.55 1.95  -0.64
H 3.34 -0.27 2.86  0.31
H 3.97 0.01 1.56  0.31
O -0.60 -2.75 1.92  -0.68
H -0.75 -1.88 1.50  0.37
H -0.24 -2.65 2.81  0.31

***

# C4H16N2O2

A 3-piece molecular cluster, C4H16N2O2 overall (wB97M-V/def2-TZVPD, OMol25).

Its HOMO energy is -8.54 eV. The calculation puts the energy relative to the best compared isomer or geometry (same formula, charge and spin) at 35.3 kJ/mol. The charge is 0. As for the spin multiplicity: 1. The HOMO-LUMO gap is 9.34 eV.

Last column: Mulliken charge in e.
CARTESIAN COORDINATES (ANGSTROEM)
C -1.04 -0.21 -2.33  -0.75
N -1.21 -1.39 -1.49  -0.36
C -0.21 -1.52 -0.42  -0.56
C -0.74 -1.25 0.99  -0.59
C -1.41 0.10 1.17  -0.43
N -0.44 1.16 1.29  -0.47
H -0.06 -0.23 -2.80  0.28
H -1.03 0.76 -1.78  0.23
H -1.86 -0.18 -3.05  0.33
H -2.12 -1.37 -1.05  0.29
H 0.60 -0.82 -0.65  0.23
H 0.24 -2.51 -0.50  0.27
H -1.50 -2.01 1.19  0.33
H 0.09 -1.31 1.70  0.29
H -2.13 0.27 0.36  0.25
H -2.01 0.08 2.10  0.37
H 0.13 1.27 0.45  0.21
H -0.81 2.03 1.64  0.17
O 2.63 0.50 1.45  -0.74
H 2.59 -0.47 1.37  0.32
H 1.76 0.74 1.80  0.33
O 1.63 1.81 -0.77  -0.65
H 2.27 1.47 -0.13  0.36
H 2.09 2.20 -1.53  0.27

***

# C4H16N2O2

A 3-piece molecular cluster, C4H16N2O2 overall in a non-equilibrium geometry (wB97M-V/def2-TZVPD, OMol25).

Its HOMO energy is -8.78 eV. The calculation puts the energy relative to the best compared isomer or geometry (same formula, charge and spin) at 33.2 kJ/mol. The charge is 0. As for the spin multiplicity: 1. The HOMO-LUMO gap is 9.39 eV.

Last column: Mulliken charge in e.
CARTESIAN COORDINATES (ANGSTROEM)
C -2.06 0.58 2.04  -1.06
C -0.67 1.14 1.85  -0.70
C 0.10 0.52 0.70  0.31
N 0.44 -0.90 0.98  -0.68
C 1.35 1.29 0.21  -1.01
N 2.01 0.48 -0.84  -0.50
H -2.41 0.09 1.13  0.26
H -2.08 -0.32 2.66  0.31
H -2.76 1.40 2.28  0.32
H -0.08 1.03 2.76  0.34
H -0.73 2.21 1.67  0.35
H -0.47 0.38 -0.25  0.30
H 0.80 -1.22 0.09  0.37
H 1.23 -0.95 1.61  0.26
H 1.03 2.28 -0.15  0.34
H 2.02 1.44 1.05  0.45
H 1.34 0.41 -1.63  0.17
H 2.89 0.88 -1.14  0.23
O 0.09 -0.30 -2.72  -0.68
H -0.24 -1.17 -2.33  0.37
H -0.02 -0.48 -3.67  0.30
O -1.05 -2.16 -1.31  -0.64
H -1.03 -2.17 -0.33  0.32
H -1.87 -2.61 -1.53  0.28

***

# C4H16N2O2

A 3-piece molecular cluster, C4H16N2O2 overall in a non-equilibrium geometry (wB97M-V/def2-TZVPD, OMol25).

Its HOMO energy is -8.74 eV. The calculation puts the energy relative to the best compared isomer or geometry (same formula, charge and spin) at 34.2 kJ/mol. The charge is 0. As for the spin multiplicity: 1. The HOMO-LUMO gap is 9.55 eV.

Last column: Mulliken charge in e.
CARTESIAN COORDINATES (ANGSTROEM)
C 0.07 1.39 -2.27  -0.87
N -1.15 1.24 -1.51  -0.36
C -1.20 0.17 -0.51  0.33
C -0.40 -1.10 -0.88  -1.33
C -0.72 0.74 0.82  -0.95
N -0.95 -0.13 1.97  -0.56
H 0.08 0.79 -3.19  0.31
H 0.29 2.43 -2.49  0.31
H 0.92 1.01 -1.71  0.23
H -1.97 1.22 -2.07  0.28
H -2.25 -0.12 -0.43  0.43
H -0.91 -1.96 -0.41  0.37
H 0.58 -1.07 -0.45  0.26
H -0.46 -1.37 -1.93  0.40
H 0.33 1.00 0.72  0.30
H -1.22 1.71 0.92  0.39
H -1.93 -0.30 2.13  0.20
H -0.58 0.30 2.81  0.24
O 2.94 0.32 1.43  -0.67
H 2.40 -0.48 1.58  0.37
H 3.23 0.24 0.51  0.29
O 1.27 -1.87 1.82  -0.72
H 0.37 -1.49 1.86  0.43
H 1.23 -2.67 1.28  0.32

***

# C4H16N2O2

A 3-piece molecular cluster, C4H16N2O2 overall in a non-equilibrium geometry (wB97M-V/def2-TZVPD, OMol25).

Its HOMO energy is -18.95 eV. The calculation puts the energy relative to the best compared isomer or geometry (same formula, charge and spin) at 261.3 kJ/mol. The charge is +2. As for the spin multiplicity: 1. The HOMO-LUMO gap is 10.56 eV.

Last column: Mulliken charge in e.
CARTESIAN COORDINATES (ANGSTROEM)
C 0.90 1.53 -0.33  -0.54
C -0.53 1.62 -0.92  -0.74
C -0.76 0.39 -1.91  -0.65
C -1.12 -1.99 -1.57  -0.05
N -0.76 -0.83 -1.13  0.24
N 0.95 2.28 1.04  -0.26
H 1.27 0.47 -0.25  0.32
H 1.73 2.05 -0.88  0.42
H -1.27 1.47 0.00  0.32
H -0.66 2.62 -1.28  0.50
H -1.61 0.87 -2.65  0.40
H -0.03 0.53 -2.73  0.34
H -1.61 -2.24 -2.42  0.36
H -1.02 -2.84 -0.96  0.23
H -0.62 -0.72 -0.07  0.11
H 0.35 3.15 0.96  0.37
H 1.92 2.49 1.21  0.39
H 0.68 1.72 1.87  0.29
H -0.98 -0.24 2.38  0.36
H 0.06 -1.09 1.92  0.29
O -0.20 -0.25 1.79  -0.65
H 1.00 -3.35 1.35  0.31
H 1.55 -2.59 2.56  0.31
O 1.07 -2.47 1.72  -0.66

***

# C4H16N2O4

A 4-piece molecular cluster, C4H16N2O4 overall in a non-equilibrium geometry (wB97M-V/def2-TZVPD, OMol25).

Its HOMO energy is -9.74 eV. The calculation puts the energy relative to the best compared isomer or geometry (same formula, charge and spin) at 206.3 kJ/mol. The charge is 0. As for the spin multiplicity: 1. The HOMO-LUMO gap is 10.02 eV.

Last column: Mulliken charge in e.
CARTESIAN COORDINATES (ANGSTROEM)
N -2.34 0.34 -0.83  -0.43
C -2.46 1.61 -0.99  0.66
N -2.14 2.29 0.11  -0.40
O -2.83 2.13 -2.02  -0.65
H -2.51 -0.20 -1.67  0.25
H -1.63 0.12 -0.14  0.19
H -1.94 1.75 0.95  0.17
H -2.22 3.29 0.14  0.21
C 2.21 -0.51 0.46  -0.55
O 1.12 -1.19 1.04  -0.46
H 1.93 0.38 -0.11  0.20
H 2.88 -0.13 1.22  0.27
H 2.83 -1.19 -0.12  0.27
H 1.48 -1.93 1.54  0.27
C 0.66 -4.89 4.85  -0.45
O -0.46 -4.32 4.27  -0.50
H 1.55 -4.60 4.29  0.20
H 0.73 -4.63 5.90  0.22
H 0.60 -5.95 4.63  0.24
H -0.56 -4.53 3.34  0.29
C 0.27 3.47 -4.36  -0.49
O 1.39 3.83 -5.21  -0.51
H -0.57 3.10 -4.95  0.24
H 0.59 2.72 -3.63  0.17
H -0.15 4.33 -3.84  0.27
H 1.59 4.71 -4.89  0.31

***

# C4H16N5

A 4-piece molecular cluster, C4H16N5 overall in a non-equilibrium geometry (wB97M-V/def2-TZVPD, OMol25).

Its HOMO energy (alpha / beta) is -12.28 / -12.54 eV. The calculation puts the energy relative to the best compared isomer or geometry (same formula, charge and spin) at 479.0 kJ/mol. The charge is +1. As for the spin multiplicity: 1. The HOMO-LUMO gap (alpha / beta) is 8.09 / 9.33 eV.

Last column: Mulliken charge in e.
CARTESIAN COORDINATES (ANGSTROEM)
C 3.11 1.57 -1.10  -0.93
C 0.70 -2.85 0.98  -0.99
C 3.25 0.87 0.19  -0.01
C -0.90 -0.74 0.17  0.31
N 2.36 0.22 0.76  -0.51
N -2.15 -0.99 0.04  -0.30
N -0.52 1.58 -0.29  -0.63
N -0.15 0.21 0.16  0.14
N -4.42 0.50 0.28  -0.89
H 3.33 2.57 -1.27  0.38
H 3.96 1.12 -1.62  0.28
H 2.10 1.34 -1.40  0.16
H -0.11 -3.46 0.70  0.44
H 0.75 -2.43 1.99  0.34
H 1.62 -2.57 0.50  0.32
H 4.24 0.85 0.59  0.39
H 2.71 -0.10 1.69  0.20
H 0.89 0.20 0.51  0.43
H -2.43 -1.97 0.35  0.26
H -2.90 -0.25 -0.02  0.33
H -1.48 1.55 -0.11  0.23
H -0.37 1.65 -1.30  0.27
H -5.09 0.91 -0.41  0.26
H -4.86 -0.35 0.64  0.28
H -4.67 1.05 1.07  0.27

***

> Which of these has the highest charge?

number 10

***

> Number 4 is which compound?

C4H16FO4Pd

***

> Among the records above, which one has the highest energy relative to the best compared isomer or geometry (same formula, charge and spin)?

number 5

***

> What is the charge in the sixth record?

0